A structure of composition C18H25BN8O3Pd in a non-equilibrium geometry. Source: the OMol25 dataset; level of theory: ωB97M-V/def2-TZVPD.

Last column: Löwdin spin population.
Positions of all 56 atoms, in Å:
1 Pd 0.922 -0.814 0.002  0.06
2 O -0.101 -1.896 2.737  0.03
3 O -1.310 1.289 -0.305  0.04
4 O -3.773 0.708 3.345  0.70
5 N 1.493 0.953 -0.998  0.30
6 N 2.382 -1.603 -1.213  0.22
7 N -0.231 -1.338 -1.633  0.13
8 N 1.522 0.998 -2.384  0.09
9 N 0.151 -1.080 -2.939  0.09
10 N -1.827 -0.457 3.203  0.05
11 N 2.564 -1.257 -2.543  0.09
12 N -0.613 -0.189 1.256  -0.01
13 C 3.362 -2.458 -0.859  0.04
14 C -1.302 -2.138 -1.657  0.04
15 C 1.692 2.186 -0.524  0.02
16 C 1.821 3.060 -1.624  0.40
17 C -2.967 2.733 1.495  0.00
18 C -0.673 -1.741 -3.775  0.20
19 C -1.611 -2.423 -2.998  0.41
20 C -0.855 2.366 2.905  0.01
21 C 1.689 2.275 -2.766  0.22
22 C -2.638 0.631 2.893  0.08
23 C -1.953 1.695 2.039  0.07
24 C -1.282 0.923 0.882  0.01
25 C 1.369 -4.806 2.067  0.00
26 C -0.756 -0.918 2.401  0.00
27 C -4.095 2.167 0.661  0.02
28 C 4.197 -2.643 -1.970  0.41
29 C 3.664 -1.875 -3.006  0.20
30 C -0.204 3.590 2.287  0.01
31 B 1.493 -0.330 -3.215  0.01
32 H -2.392 3.457 0.902  0.00
33 H 5.069 -3.262 -2.003  0.01
34 H 3.968 -1.714 -4.031  0.00
35 H -1.311 2.646 3.869  0.00
36 H 2.166 -4.758 2.814  0.00
37 H -2.403 -3.057 -3.342  0.01
38 H -2.146 -1.092 3.915  0.00
39 H -3.674 1.620 -0.190  0.00
40 H 1.695 -0.163 -4.385  0.00
41 H 0.437 -5.130 2.536  0.00
42 H 1.225 -3.786 1.677  0.00
43 H 1.718 2.516 -3.817  0.01
44 H 0.081 3.418 1.242  0.00
45 H 1.995 4.115 -1.574  0.01
46 H -4.723 1.510 1.268  0.01
47 H -0.102 1.596 3.135  0.00
48 H -3.372 3.275 2.364  0.00
49 H 1.661 -5.485 1.258  0.00
50 H 0.697 3.837 2.859  0.00
51 H -0.515 -1.681 -4.840  0.00
52 H -1.771 -2.452 -0.732  0.00
53 H -0.881 4.454 2.334  0.00
54 H -4.701 3.000 0.287  0.00
55 H 3.386 -2.847 0.148  0.00
56 H 1.763 2.373 0.541  0.00

As for the charge: +4. The spin multiplicity is 5. Its expectation value of S² is 6.451. The total energy comes out at -1515.57940 Ha.


A cluster of 5 separate species, C18H25BrN5O8 in total in a non-equilibrium geometry. Source: the OMol25 dataset; level of theory: ωB97M-V/def2-TZVPD.

Last column: natural (NBO) charge in e.
Positions of all 57 atoms, in Å:
1 Br -2.661 -2.564 -0.906  -0.01
2 O 0.161 0.656 -4.110  -0.38
3 O -8.546 1.340 2.036  -0.35
4 O 1.601 -1.599 3.732  -0.37
5 O -3.144 1.312 0.675  -0.39
6 O 1.611 2.175 -4.655  -0.37
7 O -2.599 3.126 -0.384  -0.40
8 O -6.681 2.294 2.596  -0.41
9 O 1.283 -3.451 2.648  -0.37
10 N 6.245 -1.971 -1.770  -0.47
11 N -7.703 1.669 2.844  0.54
12 N -3.362 2.448 0.287  0.55
13 N 1.985 -2.557 3.085  0.53
14 N 0.605 1.792 -4.087  0.53
15 C 1.743 -4.401 -1.977  -0.11
16 C 3.808 -2.589 -1.804  -0.03
17 C 4.563 -0.308 -0.821  -0.10
18 C 1.590 0.380 -0.263  0.11
19 C 3.444 -2.635 2.807  -0.49
20 C 2.756 1.330 0.084  -0.19
21 C 1.956 -0.948 -0.875  -0.25
22 C -7.937 1.273 4.259  -0.49
23 C 3.418 -1.245 -1.148  0.04
24 C -1.563 -1.263 0.111  -0.44
25 C -0.972 -0.106 -0.838  -0.44
26 C 2.622 -3.551 -2.089  -0.11
27 C 0.071 0.783 0.011  -0.46
28 C -0.144 2.804 -3.294  -0.49
29 C 5.964 -0.742 -1.144  0.13
30 C 5.222 -2.915 -2.115  0.01
31 C -4.664 3.064 0.658  -0.49
32 C 4.187 1.029 -0.170  -0.17
33 H -4.449 3.961 1.237  0.24
34 H 0.959 -5.148 -1.666  0.28
35 H -5.187 3.306 -0.266  0.24
36 H -0.212 0.680 1.101  0.26
37 H -1.871 0.548 -1.091  0.24
38 H 5.017 1.745 0.097  0.25
39 H 3.643 -3.533 2.226  0.23
40 H 6.848 -0.070 -0.905  0.26
41 H -2.197 -0.750 0.900  0.25
42 H 2.505 2.317 0.565  0.25
43 H -0.691 -1.804 0.600  0.21
44 H 3.962 -2.675 3.764  0.24
45 H 0.528 3.182 -2.526  0.23
46 H -0.007 1.871 -0.326  0.24
47 H -7.108 1.631 4.864  0.23
48 H 3.718 -1.743 2.246  0.23
49 H 1.121 -1.678 -1.107  0.28
50 H -7.997 0.187 4.290  0.24
51 H -8.872 1.730 4.576  0.24
52 H -0.520 -0.517 -1.790  0.23
53 H -1.012 2.326 -2.845  0.24
54 H 7.207 -2.238 -2.005  0.45
55 H 5.434 -3.908 -2.597  0.27
56 H -5.235 2.351 1.250  0.26
57 H -0.446 3.596 -3.978  0.25

As for the charge: +1. The total energy comes out at -4149.79958 Ha.


An isolated molecule of C18H25Cl2N5 in a non-equilibrium geometry. Source: the OMol25 dataset; level of theory: ωB97M-V/def2-TZVPD.

Last column: natural (NBO) charge in e.
Positions of all 50 atoms, in Å:
1 Cl -6.598 -1.617 -4.690  0.02
2 Cl -6.029 1.467 -0.224  0.02
3 N -3.491 -0.796 -2.351  -0.44
4 N -3.157 0.535 -0.498  -0.62
5 N 0.550 0.088 -0.856  -0.44
6 N 2.052 -0.621 0.487  -0.63
7 N -1.649 -0.293 0.896  -0.43
8 C -0.079 2.454 -2.557  -0.60
9 C 4.246 2.177 1.838  -0.61
10 C -4.312 -1.242 -3.356  0.04
11 C 4.943 -1.363 1.212  -0.62
12 C -1.814 0.197 -0.356  0.36
13 C 2.816 0.122 1.505  -0.03
14 C 3.445 1.327 0.827  -0.41
15 C -3.996 0.068 -1.481  0.35
16 C -5.675 -0.930 -3.398  -0.12
17 C 3.849 -0.851 2.140  -0.41
18 C -0.690 0.412 -1.246  0.18
19 C -0.642 -2.619 2.682  -0.60
20 C -0.809 1.113 -2.550  -0.44
21 C -6.221 -0.121 -2.412  -0.20
22 C 0.700 -0.366 0.359  0.33
23 C -0.245 -1.140 2.662  -0.43
24 C -5.376 0.437 -1.468  -0.09
25 C -0.391 -0.540 1.276  0.15
26 H 5.602 -0.542 0.894  0.20
27 H 0.784 -1.115 3.010  0.21
28 H -0.089 2.948 -3.522  0.21
29 H 4.526 3.170 1.435  0.21
30 H -1.871 1.332 -2.750  0.21
31 H -1.740 -2.682 2.513  0.21
32 H -7.275 0.184 -2.388  0.25
33 H 3.607 2.292 2.696  0.20
34 H 5.140 1.683 2.161  0.20
35 H 4.242 -0.440 3.081  0.20
36 H 2.442 -0.540 -0.459  0.40
37 H 2.121 0.509 2.266  0.20
38 H 3.224 -1.692 2.455  0.21
39 H -0.392 -3.014 3.712  0.21
40 H -3.879 -1.887 -4.097  0.21
41 H -0.444 0.472 -3.382  0.23
42 H 2.623 1.914 0.460  0.21
43 H -0.533 3.092 -1.794  0.20
44 H -0.125 -3.190 1.903  0.21
45 H 0.993 2.349 -2.354  0.21
46 H 4.093 1.043 -0.004  0.20
47 H -3.603 0.636 0.405  0.42
48 H -0.884 -0.534 3.344  0.22
49 H 4.503 -1.732 0.286  0.21
50 H 5.510 -2.156 1.691  0.22

Its relative energy (zero: lowest compared OMol25 entry of this formula, charge and spin) is 0.000 eV. As for the SMILES: CCc1nc(NC(CC)CC)c(CC)nc1Nc1ncc(Cl)cc1Cl. The total energy comes out at -1895.06483 Ha.